Record 1
Molecular formula: C26H58AlNO6PSi4
Method: DFT, ωB97M-V with the def2-TZVPD basis set

HOMO = -5.799 eV
calculated total energy = -3273.8870 hartree
total charge = -1
orbital gap = 8.08 eV

Cartesian coordinates (Å):
N (-1.897, 5.616, 3.352)
P (-0.474, 5.302, 2.730)
C (-0.243, 3.614, 2.054)
O (0.557, 3.720, 0.900)
Al (0.841, 2.012, 0.389)
O (0.592, 1.429, 2.075)
C (0.330, 2.487, 2.965)
C (1.612, 2.883, 3.767)
C (2.916, 2.221, 3.293)
C (3.312, 0.985, 4.130)
C (2.862, -0.362, 3.604)
C (2.472, -1.357, 4.505)
C (2.026, -2.603, 4.066)
C (1.968, -2.878, 2.703)
C (2.372, -1.903, 1.795)
C (2.814, -0.660, 2.240)
C (-0.762, 2.025, 3.956)
C (-0.489, 0.609, 4.414)
O (-1.654, 0.055, 5.087)
C (-1.477, -0.417, 6.316)
O (-2.162, -1.266, 6.816)
H (-1.814, 5.935, 4.309)
H (-0.155, 6.055, 1.587)
H (0.573, 5.586, 3.625)
H (-1.278, 3.346, 1.784)
H (-0.199, 1.374, -0.658)
H (2.411, 1.907, 0.004)
H (1.748, 3.963, 3.749)
H (1.456, 2.627, 4.821)
H (2.835, 1.963, 2.243)
H (3.728, 2.952, 3.366)
H (4.399, 0.973, 4.269)
H (2.890, 1.097, 5.135)
H (2.506, -1.147, 5.571)
H (1.711, -3.349, 4.785)
H (1.605, -3.839, 2.357)
H (2.331, -2.091, 0.729)
H (3.100, 0.087, 1.511)
H (-1.762, 2.086, 3.521)
H (-0.773, 2.677, 4.839)
H (0.374, 0.547, 5.086)
H (-0.291, -0.046, 3.569)
H (-0.655, 0.076, 6.867)
O (1.963, 1.340, -6.153)
Si (2.216, 0.438, -7.495)
C (0.609, -0.320, -8.085)
C (3.441, -0.931, -7.143)
C (2.900, 1.538, -8.839)
Si (1.413, 1.202, -4.595)
C (1.499, 2.860, -3.766)
C (2.468, -0.016, -3.650)
C (-0.356, 0.602, -4.600)
H (0.227, -1.046, -7.364)
H (0.756, -0.835, -9.037)
H (-0.156, 0.446, -8.227)
H (4.367, -0.530, -6.727)
H (3.686, -1.471, -8.061)
H (3.036, -1.650, -6.427)
H (3.846, 1.991, -8.536)
H (2.204, 2.343, -9.084)
H (3.077, 0.954, -9.746)
H (2.522, 3.240, -3.726)
H (1.135, 2.745, -2.744)
H (0.878, 3.602, -4.272)
H (2.371, -1.029, -4.047)
H (2.161, -0.028, -2.602)
H (3.524, 0.263, -3.689)
H (-0.438, -0.415, -4.993)
H (-0.992, 1.250, -5.209)
H (-0.746, 0.602, -3.581)
O (-3.290, -1.939, 0.646)
Si (-2.792, -2.494, -0.813)
C (-4.096, -3.618, -1.556)
C (-1.200, -3.458, -0.627)
C (-2.507, -1.042, -1.942)
Si (-3.746, -2.429, 2.151)
C (-4.057, -0.922, 3.183)
C (-2.381, -3.439, 2.934)
C (-5.294, -3.484, 2.047)
H (-4.221, -4.529, -0.967)
H (-3.813, -3.909, -2.571)
H (-5.064, -3.114, -1.605)
H (-0.440, -2.855, -0.124)
H (-0.812, -3.746, -1.607)
H (-1.349, -4.369, -0.042)
H (-1.747, -0.372, -1.532)
H (-3.421, -0.463, -2.084)
H (-2.168, -1.388, -2.922)
H (-3.146, -0.331, 3.239)
H (-4.335, -1.202, 4.201)
H (-4.848, -0.297, 2.764)
H (-2.215, -4.379, 2.402)
H (-2.635, -3.673, 3.970)
H (-1.441, -2.882, 2.936)
H (-5.108, -4.421, 1.516)
H (-6.094, -2.954, 1.524)
H (-5.646, -3.729, 3.051)

---

Record 2
Molecular formula: C30H22AsBr3Cl4I2N4O2S4Sn
Method: DFT, ωB97M-V with the def2-TZVPD basis set

HOMO = -1.532 eV
calculated total energy = -15727.1822 hartree
total charge = -2
orbital gap = 5.04 eV

Cartesian coordinates (Å):
Sn (0.395, 0.167, -0.418)
Br (2.003, 6.609, 2.682)
C (1.613, 4.880, 1.948)
C (1.880, 4.625, 0.592)
C (1.201, 3.492, 0.069)
N (0.694, 2.553, 0.817)
C (0.708, 2.687, 2.160)
C (1.091, 3.911, 2.752)
C (0.269, 1.563, 2.945)
C (0.507, 1.498, 4.332)
C (0.068, 0.394, 5.017)
Br (0.427, 0.272, 6.895)
C (-0.629, -0.619, 4.375)
C (-0.787, -0.477, 3.004)
N (-0.327, 0.544, 2.306)
H (2.207, 5.413, -0.068)
H (1.140, 3.356, -1.006)
H (0.916, 4.095, 3.801)
H (1.067, 2.271, 4.833)
H (-1.008, -1.480, 4.901)
H (-1.313, -1.232, 2.436)
S (3.005, -0.524, -1.906)
As (4.094, 0.196, -0.227)
S (2.515, -0.070, 1.358)
S (3.765, 2.364, -0.807)
S (4.149, 3.739, 0.604)
Cl (-2.578, -2.519, 0.425)
C (-3.020, -3.586, 1.792)
Cl (-3.767, -2.654, 3.088)
H (-2.112, -4.059, 2.164)
H (-3.753, -4.310, 1.446)
I (1.474, -2.141, 0.921)
I (0.506, -4.918, 0.928)
Cl (-5.729, -3.447, -0.749)
C (-4.882, -3.618, -2.249)
C (-4.041, -4.709, -2.375)
C (-3.404, -4.967, -3.576)
C (-3.616, -4.127, -4.656)
C (-4.423, -3.017, -4.503)
Cl (-4.650, -1.957, -5.865)
C (-5.072, -2.700, -3.299)
N (-5.868, -1.586, -3.192)
C (-5.917, -0.845, -1.974)
C (-7.158, -0.624, -1.395)
C (-7.250, -0.031, -0.150)
C (-6.095, 0.344, 0.511)
C (-4.863, 0.188, -0.097)
C (-4.746, -0.384, -1.357)
C (-3.429, -0.503, -2.068)
C (-2.233, 0.205, -1.440)
O (-1.482, 0.827, -2.196)
O (-2.020, 0.062, -0.220)
H (-3.878, -5.348, -1.521)
H (-2.762, -5.826, -3.671)
H (-3.138, -4.310, -5.607)
H (-5.900, -1.031, -4.040)
H (-8.045, -0.965, -1.907)
H (-8.216, 0.102, 0.315)
H (-6.146, 0.753, 1.509)
H (-3.967, 0.493, 0.421)
H (-3.511, -0.139, -3.097)
H (-3.123, -1.553, -2.135)
Br (1.839, -4.161, -6.048)
C (1.098, -3.184, -4.595)
C (0.674, -3.853, -3.463)
C (0.147, -3.079, -2.439)
N (0.033, -1.761, -2.504)
C (0.417, -1.147, -3.611)
C (0.957, -1.814, -4.699)
H (0.763, -4.922, -3.347)
H (-0.195, -3.558, -1.533)
H (0.280, -0.075, -3.644)
H (1.274, -1.271, -5.576)

---

Record 3
Molecular formula: C9H7CeN3O5
Method: DFT, ωB97M-V with the def2-TZVPD basis set

expectation value of S² = 0.75
HOMO (spin up / spin down) = -20.419 / -20.423 eV
calculated total energy = -1361.7006 hartree
total charge = +3
spin multiplicity = 2
orbital gap (spin up / spin down) = 7.69 / 7.77 eV

Cartesian coordinates (Å):
O (0.637, 2.295, 1.104)
C (0.132, 1.274, 0.865)
Ce (-1.385, -0.819, 0.543)
O (3.745, 1.630, -0.905)
C (2.832, 0.944, -0.894)
C (-2.350, 1.169, -0.946)
O (-2.287, 1.987, -1.780)
C (0.091, -0.846, -1.668)
O (0.646, -1.366, -2.538)
C (-1.676, -3.989, 4.442)
N (-0.707, -3.042, 3.816)
C (0.524, -2.918, 4.402)
C (1.510, -2.124, 3.925)
C (1.263, -1.378, 2.787)
N (0.026, -1.448, 2.212)
C (-0.918, -2.308, 2.728)
O (-2.024, -2.355, 2.049)
N (2.206, -0.598, 2.231)
H (-2.589, -3.496, 4.820)
H (-1.136, -4.409, 5.309)
H (-1.943, -4.840, 3.793)
H (0.628, -3.550, 5.250)
H (2.488, -2.055, 4.376)
H (3.173, -0.613, 2.567)
H (2.035, -0.220, 1.295)

---

Record 4
Molecular formula: C23H25N3O6S
Method: DFT, ωB97M-V with the def2-TZVPD basis set

HOMO = -8.397 eV
calculated total energy = -1905.3744 hartree
total charge = 0
orbital gap = 8.05 eV

Cartesian coordinates (Å):
C (1.646, -0.850, 6.487)
C (0.550, -0.195, 5.653)
O (0.970, 0.103, 4.337)
C (1.129, -0.902, 3.431)
C (0.717, -2.220, 3.598)
C (0.902, -3.144, 2.585)
C (1.496, -2.772, 1.387)
C (1.909, -1.454, 1.215)
C (1.732, -0.534, 2.227)
H (2.048, 0.490, 2.104)
H (2.374, -1.152, 0.288)
N (1.630, -3.724, 0.365)
S (0.221, -4.512, -0.108)
O (-0.144, -5.482, 0.877)
O (0.447, -4.943, -1.453)
C (-0.959, -3.162, -0.052)
C (-0.785, -2.100, -0.903)
C (-1.589, -0.964, -0.781)
C (-2.576, -0.939, 0.220)
C (-2.747, -2.040, 1.070)
C (-1.934, -3.142, 0.938)
H (-2.030, -4.001, 1.581)
H (-3.512, -2.009, 1.831)
N (-3.358, 0.176, 0.350)
C (-3.195, 1.243, -0.456)
C (-2.266, 1.303, -1.448)
C (-1.371, 0.183, -1.679)
O (-0.484, 0.154, -2.532)
C (-2.214, 2.592, -2.218)
O (-2.921, 3.535, -1.903)
N (-1.373, 2.589, -3.263)
C (-1.044, 3.784, -3.993)
H (-1.409, 3.718, -5.025)
H (-1.547, 4.612, -3.488)
C (0.476, 4.026, -4.015)
C (1.239, 2.969, -4.838)
H (1.535, 3.356, -5.811)
C (2.435, 2.625, -3.951)
H (2.780, 1.602, -4.081)
C (1.856, 2.874, -2.560)
H (2.608, 3.118, -1.807)
O (1.015, 4.002, -2.701)
H (1.281, 2.000, -2.221)
H (3.262, 3.311, -4.140)
H (0.620, 2.085, -4.992)
H (0.648, 5.035, -4.414)
H (-0.793, 1.764, -3.388)
H (-3.840, 2.097, -0.297)
H (-4.063, 0.192, 1.074)
H (-0.035, -2.125, -1.678)
H (2.143, -3.401, -0.442)
H (0.583, -4.166, 2.710)
H (0.249, -2.549, 4.513)
H (-0.355, -0.816, 5.641)
H (0.291, 0.779, 6.078)
H (1.939, -1.807, 6.061)
H (2.521, -0.205, 6.515)
H (1.291, -1.008, 7.502)

---

Record 5
Molecular formula: H30NO13
Method: DFT, ωB97M-V with the def2-TZVPD basis set

HOMO = -13.884 eV
calculated total energy = -1050.6552 hartree
total charge = +1
orbital gap = 11.09 eV

Cartesian coordinates (Å):
N (-8.000, -8.407, 24.857)
H (-7.803, -9.307, 24.522)
H (-8.119, -7.717, 24.123)
H (-7.169, -8.056, 25.377)
H (-8.762, -8.357, 25.546)
O (-7.292, -11.792, 25.278)
H (-7.943, -12.301, 24.876)
H (-6.952, -12.340, 26.002)
O (-8.125, -10.822, 22.221)
H (-8.204, -10.463, 21.334)
H (-7.222, -11.147, 22.224)
O (-9.870, -5.930, 25.636)
H (-9.620, -5.640, 24.762)
H (-10.812, -5.706, 25.668)
O (-11.490, -7.417, 23.076)
H (-10.599, -7.653, 23.138)
H (-11.687, -6.627, 23.539)
O (-9.166, -8.026, 21.656)
H (-9.319, -7.385, 20.930)
H (-8.188, -8.177, 21.583)
O (-5.452, -9.234, 26.921)
H (-4.684, -8.751, 26.715)
H (-5.044, -10.078, 27.140)
O (-6.540, -8.248, 21.993)
H (-6.625, -7.300, 22.235)
H (-5.617, -8.373, 22.046)
O (-4.901, -7.213, 24.867)
H (-4.486, -7.489, 24.070)
H (-4.159, -7.051, 25.426)
O (-5.453, -10.246, 24.134)
H (-6.072, -10.920, 24.503)
H (-5.287, -9.780, 24.904)
O (-6.427, -5.625, 22.198)
H (-6.892, -5.064, 21.568)
H (-6.835, -5.461, 23.059)
O (-6.922, -5.411, 24.711)
H (-5.995, -5.573, 24.791)
H (-7.266, -5.403, 25.567)
O (-7.993, -5.491, 27.380)
H (-8.221, -4.616, 27.712)
H (-8.812, -5.745, 26.911)
O (-10.492, -9.786, 24.559)
H (-11.417, -9.577, 24.332)
H (-10.285, -10.588, 24.135)

---

Record 6
Molecular formula: C6H12NO
Method: DFT, ωB97M-V with the def2-TZVPD basis set

HOMO = -14.204 eV
calculated total energy = -365.4694 hartree
total charge = +1
orbital gap = 9.80 eV

Cartesian coordinates (Å):
C (-1.529, -0.202, -0.793)
C (-1.112, 0.967, -1.641)
C (0.480, 0.392, 0.090)
C (0.736, 1.391, 1.268)
C (1.670, -0.485, -0.321)
C (-0.660, -1.528, 1.005)
N (-0.664, -0.460, 0.085)
O (0.110, 1.336, -1.198)
H (-2.402, -0.890, -0.944)
H (-0.829, 0.503, -2.706)
H (-2.021, 1.580, -1.921)
H (1.834, 1.395, 1.308)
H (0.392, 0.890, 2.126)
H (0.185, 2.225, 0.942)
H (2.588, 0.188, -0.400)
H (1.381, -0.937, -1.216)
H (1.862, -1.126, 0.545)
H (-0.970, -1.316, 1.997)
H (0.363, -1.692, 1.082)
H (-1.416, -2.231, 0.691)

---

Record 7
Molecular formula: C7H10NO2
Method: DFT, ωB97M-V with the def2-TZVPD basis set

HOMO = -3.601 eV
calculated total energy = -477.9024 hartree
total charge = -1
orbital gap = 7.08 eV

Cartesian coordinates (Å):
C (2.605, 0.088, 0.164)
C (3.772, 0.714, 0.557)
C (2.162, -1.231, -0.196)
C (-0.256, -0.359, -0.512)
C (2.590, 1.611, -0.259)
C (-1.532, -0.729, -1.322)
C (-0.395, -0.408, 1.028)
N (0.792, -1.295, -0.770)
O (4.890, 0.994, 1.062)
O (2.695, -2.337, 0.063)
H (2.801, 1.928, -1.254)
H (1.859, 2.103, 0.342)
H (0.278, 0.604, -0.631)
H (-2.232, -1.476, -0.705)
H (-1.336, -1.206, -2.249)
H (-2.159, 0.109, -1.576)
H (-1.167, -0.957, 1.452)
H (-0.531, 0.630, 1.279)
H (0.504, -0.717, 1.493)
H (0.433, -2.277, -0.686)

---

Record 8
Molecular formula: C7H14N3
Method: DFT, ωB97M-V with the def2-TZVPD basis set

HOMO = -13.538 eV
calculated total energy = -439.1233 hartree
total charge = +1
orbital gap = 10.56 eV

Cartesian coordinates (Å):
C (-1.266, 0.517, 1.989)
C (-0.575, -0.828, 2.003)
C (1.507, 0.886, 0.092)
C (1.498, -0.563, 0.638)
C (-0.627, 0.244, -0.298)
C (-1.726, -0.308, -1.146)
C (0.757, 0.707, -2.260)
N (-1.328, 1.151, 0.922)
N (0.423, 0.900, -0.861)
N (0.070, -0.926, 0.687)
H (-1.702, 0.914, 2.893)
H (0.149, -0.887, 2.816)
H (-1.316, -1.618, 2.142)
H (1.295, 1.598, 0.893)
H (2.453, 1.148, -0.376)
H (2.023, -1.225, -0.052)
H (1.965, -0.631, 1.618)
H (-2.499, -0.762, -0.529)
H (-1.348, -1.040, -1.859)
H (-2.185, 0.513, -1.694)
H (1.122, -0.302, -2.478)
H (-0.114, 0.915, -2.874)
H (1.529, 1.426, -2.521)
H (-0.104, -1.830, 0.253)

---

Record 9
Molecular formula: C41H53BClGeKN6O4S
Method: DFT, ωB97M-V with the def2-TZVPD basis set

HOMO = -7.639 eV
calculated total energy = -5783.7205 hartree
total charge = 0
orbital gap = 7.69 eV

Cartesian coordinates (Å):
K (-15.814, 1.737, 18.173)
C (-19.889, 0.190, 15.049)
C (-19.134, 1.426, 15.620)
C (-19.392, 2.789, 14.885)
C (-19.314, 1.579, 17.100)
C (-20.474, 1.116, 17.893)
C (-20.046, 1.292, 19.204)
N (-18.887, 1.957, 19.234)
N (-18.427, 2.156, 17.907)
B (-18.250, 2.653, 20.481)
N (-17.035, 1.861, 21.081)
C (-17.023, 1.616, 22.400)
C (-16.517, 0.345, 22.647)
C (-16.308, -0.230, 21.347)
N (-16.606, 0.637, 20.433)
C (-15.983, -1.698, 21.034)
C (-15.048, -1.867, 19.773)
C (-15.325, -2.457, 22.224)
N (-17.660, 4.064, 20.033)
C (-18.194, 5.272, 20.274)
C (-17.271, 6.278, 19.970)
C (-16.170, 5.502, 19.417)
N (-16.403, 4.194, 19.507)
C (-14.855, 6.029, 18.867)
C (-14.643, 6.017, 17.307)
C (-14.579, 7.411, 19.516)
H (-19.409, -0.109, 14.144)
H (-20.970, 0.392, 14.879)
H (-19.916, -0.644, 15.751)
H (-18.080, 1.284, 15.493)
H (-20.446, 2.932, 14.819)
H (-18.922, 2.744, 13.885)
H (-18.945, 3.603, 15.459)
H (-21.395, 0.664, 17.508)
H (-20.587, 1.116, 20.124)
H (-19.127, 2.772, 21.335)
H (-17.301, 2.417, 23.046)
H (-16.248, -0.170, 23.556)
H (-16.919, -2.146, 20.748)
H (-14.018, -2.041, 20.109)
H (-15.225, -1.003, 19.141)
H (-15.334, -2.796, 19.218)
H (-14.432, -1.899, 22.556)
H (-15.078, -3.461, 21.983)
H (-15.901, -2.533, 23.163)
H (-19.196, 5.258, 20.792)
H (-17.312, 7.391, 20.021)
H (-14.037, 5.333, 19.301)
H (-15.390, 6.672, 16.808)
H (-14.752, 5.011, 16.948)
H (-13.635, 6.373, 17.035)
H (-15.185, 8.216, 19.082)
H (-13.527, 7.768, 19.395)
H (-14.740, 7.384, 20.622)
C (-16.186, 2.376, 10.958)
C (-16.118, 3.709, 11.616)
C (-16.147, 4.825, 10.739)
C (-15.926, 6.096, 11.264)
Cl (-15.511, 7.390, 10.270)
C (-15.911, 6.272, 12.661)
C (-15.971, 5.157, 13.535)
C (-15.911, 3.865, 12.986)
O (-15.646, 2.773, 13.807)
C (-14.356, 2.180, 13.652)
C (-14.273, 0.888, 14.495)
O (-14.008, -0.193, 13.729)
O (-14.439, 0.921, 15.732)
H (-16.700, 2.485, 9.995)
H (-16.621, 1.621, 11.604)
H (-15.152, 2.066, 10.597)
H (-16.284, 4.679, 9.652)
H (-15.930, 7.288, 13.123)
H (-16.017, 5.310, 14.604)
H (-13.612, 2.963, 14.011)
H (-14.105, 1.790, 12.637)
Ge (-14.153, -1.964, 14.258)
C (-15.454, -2.630, 13.022)
C (-15.153, -3.759, 12.245)
C (-15.852, -3.967, 11.041)
C (-16.908, -3.134, 10.630)
C (-17.310, -2.101, 11.509)
C (-16.622, -1.922, 12.695)
C (-12.411, -2.813, 13.784)
C (-11.451, -1.998, 13.112)
C (-10.234, -2.541, 12.731)
C (-9.849, -3.850, 13.093)
C (-10.736, -4.650, 13.825)
C (-12.046, -4.122, 14.168)
H (-14.662, -1.810, 15.725)
H (-14.208, -4.303, 12.507)
H (-15.548, -4.794, 10.410)
H (-17.408, -3.226, 9.658)
H (-18.147, -1.392, 11.275)
H (-16.962, -1.079, 13.292)
H (-11.630, -0.898, 12.983)
H (-9.603, -1.879, 12.122)
H (-8.900, -4.333, 12.925)
H (-10.505, -5.627, 14.190)
H (-12.732, -4.657, 14.828)
C (-11.929, 0.316, 17.495)
S (-11.835, 1.998, 18.299)
C (-11.674, 3.066, 16.760)
O (-13.187, 2.393, 18.797)
H (-12.578, 0.274, 16.637)
H (-12.395, -0.283, 18.247)
H (-10.914, -0.010, 17.328)
H (-11.255, 2.469, 15.951)
H (-11.018, 3.856, 17.075)
H (-12.655, 3.434, 16.510)